Model 1:
22
Properties=species:S:1:pos:R:3:mulliken_charge:R:1 method="wB97M-V/def2-TZVPD" lumo_energy_ev=-4.96 charge=+1 orbital_gap_ev=8.7341
C -0.81 2.52 -1.67 -1.12
C 0.46 1.74 -1.30 -0.51
C 0.17 1.17 0.18 -0.60
C -0.22 -0.27 -0.06 -0.25
C 0.63 -1.25 0.22 -0.31
N 0.54 -2.65 -0.15 -0.01
C -0.40 -3.50 -0.15 -0.13
H -1.08 3.30 -0.95 0.34
H -1.63 1.79 -1.80 0.27
H -0.71 2.94 -2.67 0.36
H 1.46 2.18 -1.25 0.37
H 0.56 0.93 -1.98 0.35
H -0.64 1.66 0.69 0.42
H 1.07 1.41 0.77 0.35
H -1.09 -0.15 -0.74 0.31
H 1.30 -1.11 1.05 0.26
H 1.49 -3.06 -0.16 0.33
H -1.43 -3.24 0.03 0.30
H -0.20 -4.55 -0.30 0.27
H 0.81 -0.47 3.51 0.31
H -0.31 0.66 3.63 0.31
O 0.03 -0.07 3.09 -0.61



Model 2:
22
Properties=species:S:1:pos:R:3:mulliken_charge:R:1 method="wB97M-V/def2-TZVPD" lumo_energy_ev=-3.30 charge=+1 orbital_gap_ev=9.5828
C 0.05 1.53 -0.51 -0.65
C -1.24 0.85 -0.78 -0.50
C -1.75 -0.32 -0.12 0.81
C -2.82 -1.02 -0.52 -1.24
C -0.37 -1.83 1.34 -0.70
C -1.16 -0.78 1.18 -0.57
N 1.19 0.56 -0.79 -0.30
H 0.13 2.00 0.43 0.38
H 0.15 2.45 -1.28 0.33
H -1.28 0.69 -1.94 0.35
H -2.06 1.64 -0.54 0.25
H -3.47 -0.91 -1.42 0.31
H -3.24 -1.61 0.18 0.42
H 0.16 -2.33 0.58 0.36
H 0.03 -2.34 2.22 0.28
H -1.59 -0.28 1.98 0.41
H 1.25 -0.17 0.06 0.28
H 2.20 0.80 -0.76 0.38
H 0.98 0.11 -1.75 0.41
H 4.34 0.06 1.59 0.33
H 4.59 0.51 0.11 0.31
O 3.91 0.38 0.75 -0.64



Stability check: which of them is least stable? model 2.



Model 1:
22
Properties=species:S:1:pos:R:3:mulliken_charge:R:1 method="wB97M-V/def2-TZVPD" lumo_energy_ev=-7.07 charge=+1 orbital_gap_ev=3.1866
C 1.47 0.08 0.10 -0.58
O 0.16 -0.22 0.03 -0.51
C 6.51 0.38 0.31 -0.63
C -4.38 -1.46 -0.88 -0.43
C -4.68 -0.35 -0.16 -0.19
C -3.82 0.66 0.33 0.35
C -2.36 0.53 0.25 -1.13
N 5.11 0.35 0.05 -0.18
H 1.92 -0.06 1.09 0.29
H 2.08 -0.48 -0.61 0.18
H 1.72 1.16 -0.10 0.30
H 6.81 -0.60 0.69 0.31
H -3.33 -1.64 -1.11 0.26
H -5.13 -2.24 -1.01 0.30
H -5.71 0.00 0.00 0.30
H -4.31 1.47 0.85 0.37
H -1.99 -0.28 0.90 0.43
H -1.90 1.47 0.50 0.33
H -2.03 0.17 -0.72 0.38
H 6.81 1.24 0.91 0.27
H 5.01 -0.11 -0.86 0.29
H 7.18 0.51 -0.57 0.30



Model 2:
22
Properties=species:S:1:pos:R:3:mulliken_charge:R:1 method="wB97M-V/def2-TZVPD" smiles="[NH3+]CCCCCC=O" lumo_energy_ev=-3.60 charge=+1 orbital_gap_ev=9.4603
N 0.12 -0.89 2.32 -0.17
C -0.62 0.43 2.16 -0.67
C 0.17 1.49 1.36 -0.48
C 1.27 0.93 0.44 -0.87
C 0.82 -0.06 -0.62 -0.63
C -0.26 0.47 -1.57 -0.49
C -0.69 -0.61 -2.54 -0.11
O -0.90 -1.73 -2.16 -0.46
H 0.18 -1.38 1.43 0.19
H 1.09 -0.71 2.60 0.35
H -0.34 -1.46 3.02 0.42
H -0.75 0.78 3.18 0.39
H -1.61 0.19 1.78 0.36
H -0.55 1.98 0.73 0.36
H 0.64 2.15 2.09 0.37
H 1.76 1.76 -0.05 0.42
H 2.07 0.47 1.04 0.35
H 0.51 -1.05 -0.26 0.22
H 1.69 -0.31 -1.23 0.46
H -1.16 0.72 -1.02 0.28
H 0.11 1.36 -2.09 0.37
H -0.86 -0.29 -3.58 0.36



Stability check: which of them is least stable? model 1.



Model 1:
14
Properties=species:S:1:pos:R:3:mulliken_charge:R:1 method="wB97M-V/def2-TZVPD" multiplicity=3 lumo_energy_ev="0.82 / -2.25" orbital_gap_ev="6.3924 / 6.7363" s2=2.008
C -0.14 1.11 -0.96 0.74
C -0.88 -0.75 2.40 0.48
C -1.41 1.09 -0.70 -1.16
C -1.25 -1.79 1.70 -0.72
C 2.09 0.47 -1.35 -0.95
N 0.94 1.35 -1.46 -0.37
O -0.41 0.17 2.88 -0.29
H -1.64 1.37 0.30 0.32
H -1.99 0.62 -1.40 0.32
H -0.92 -1.83 0.66 0.22
H -1.83 -2.60 1.91 0.32
H 2.93 1.02 -1.13 0.38
H 2.29 0.06 -2.24 0.38
H 2.21 -0.30 -0.62 0.32



Model 2:
14
Properties=species:S:1:pos:R:3:mulliken_charge:R:1 method="wB97M-V/def2-TZVPD" multiplicity=3 lumo_energy_ev="-0.68 / -1.50" orbital_gap_ev="8.0779 / 8.4820" s2=2.011
C 5.17 -0.92 -0.46 -0.18
C 0.18 1.12 0.19 -0.72
C -0.45 -0.17 0.72 0.47
C 1.49 0.39 0.48 0.60
C -1.24 -1.03 -0.25 -1.30
N 2.67 0.66 0.35 -0.58
O 0.83 -0.71 1.07 -0.39
H 4.27 -0.41 -0.84 0.20
H 0.07 1.29 -0.84 0.25
H -0.05 1.97 0.68 0.33
H -1.03 0.02 1.69 0.32
H -1.04 -2.00 0.08 0.33
H -0.82 -0.83 -1.24 0.30
H -2.25 -0.78 -0.36 0.38



Stability check: which of them is least stable? model 2.



Model 1:
23
Properties=species:S:1:pos:R:3:mulliken_charge:R:1 method="wB97M-V/def2-TZVPD" lumo_energy_ev=-2.75 charge=+1 orbital_gap_ev=11.6928
N -0.21 0.54 -0.38 -0.24
C 0.05 -0.35 0.78 0.09
C -1.18 -1.24 1.04 -0.76
O -2.35 -0.49 0.66 -0.52
C 1.18 -1.33 0.43 -0.90
N 2.46 -0.63 0.23 -0.65
H -1.13 1.00 -0.38 0.35
H -0.23 0.03 -1.26 0.33
H 0.50 1.30 -0.40 0.43
H 0.14 0.23 1.69 0.31
H -1.30 -1.48 2.10 0.32
H -1.15 -2.13 0.41 0.42
H -3.09 -1.07 0.49 0.32
H 1.15 -2.20 1.08 0.41
H 1.05 -1.82 -0.55 0.45
H 2.76 -0.23 1.11 0.24
H 3.13 -1.34 -0.03 0.25
H 2.23 2.61 -0.72 0.39
H 2.17 1.22 -0.13 0.43
O 1.68 2.07 -0.12 -0.66
H -3.35 1.50 -2.00 0.35
H -2.13 2.30 -1.81 0.33
O -2.40 1.50 -2.26 -0.66



Model 2:
23
Properties=species:S:1:pos:R:3:mulliken_charge:R:1 method="wB97M-V/def2-TZVPD" lumo_energy_ev=-2.76 charge=+1 orbital_gap_ev=11.4803
C 2.70 0.47 -0.77 -1.02
C 2.65 -1.02 -0.48 -0.44
N -0.87 -2.03 -0.24 -0.35
C 0.27 -1.48 0.12 0.28
N 1.29 -1.56 -0.69 -0.18
H 3.73 0.78 -0.88 0.36
H 2.09 0.82 -1.60 0.31
H 2.42 1.06 0.11 0.32
H 3.28 -1.59 -1.15 0.34
H 2.89 -1.19 0.56 0.29
H -1.13 -2.28 -1.19 0.21
H -1.67 -2.04 0.37 0.23
H 0.27 -0.85 1.00 0.36
H 1.12 -1.98 -1.60 0.24
H -0.91 1.67 -0.71 0.27
H -1.95 0.76 -0.04 0.29
O -1.04 0.79 -0.33 -0.52
H -3.01 -0.18 2.44 0.32
H -3.86 -0.66 1.29 0.33
O -3.03 -0.87 1.76 -0.64
H -1.80 3.83 1.48 0.31
H -1.93 4.06 -0.05 0.32
O -1.52 3.49 0.61 -0.61



Stability check: which of them is least stable? model 1.



Model 1:
20
Properties=species:S:1:pos:R:3:mulliken_charge:R:1 method="wB97M-V/def2-TZVPD" multiplicity=2 lumo_energy_ev="-4.27 / -10.44" charge=+1 orbital_gap_ev="11.0756 / 4.7318" s2=0.758
O 1.95 -0.82 -0.32 -0.36
C 1.18 -1.00 0.60 0.48
O 1.31 -2.06 1.40 -0.39
C 0.18 -0.04 1.19 -0.57
C -1.13 0.05 0.38 0.88
C -1.03 -0.25 -1.10 -1.47
C -1.87 1.34 0.74 -1.50
H 1.53 -2.96 1.11 0.40
H -0.10 -0.36 2.20 0.31
H 0.70 0.90 1.34 0.39
H -1.74 -0.78 0.81 0.17
H -2.05 -0.28 -1.52 0.41
H -0.39 0.49 -1.61 0.26
H -0.50 -1.20 -1.31 0.43
H -2.40 1.38 1.70 0.38
H -1.31 2.31 0.66 0.35
H -2.54 1.65 -0.05 0.37
H 2.29 0.94 -2.58 0.38
H 2.84 0.30 -1.34 0.45
O 3.05 0.39 -2.30 -0.37



Model 2:
20
Properties=species:S:1:pos:R:3:mulliken_charge:R:1 method="wB97M-V/def2-TZVPD" multiplicity=2 lumo_energy_ev="-6.01 / -9.88" charge=+1 orbital_gap_ev="7.4991 / 3.6278" s2=0.757
O 2.52 2.95 -0.23 -0.06
C 1.77 2.30 0.43 0.08
C 0.28 2.20 0.26 -0.36
C 0.07 1.13 -0.88 -0.82
C -0.06 -0.37 -0.60 -0.43
C 1.19 -0.99 -0.02 -0.53
O 1.20 -0.73 1.42 -0.46
H 2.26 1.59 1.15 0.44
H -0.20 1.91 1.19 0.34
H -0.05 3.14 -0.18 0.37
H -0.71 1.58 -1.49 0.42
H 0.87 1.23 -1.61 0.47
H -0.36 -0.77 -1.57 0.37
H -0.95 -0.51 0.01 0.36
H 1.11 -2.07 0.09 0.33
H 2.10 -0.58 -0.46 0.34
H 1.40 0.13 1.72 0.14
H -3.63 -3.84 -0.28 0.30
H -4.33 -4.42 0.90 0.33
O -4.49 -3.86 0.13 -0.63



Stability check: which of them is least stable? model 2.



Model 1:
22
Properties=species:S:1:pos:R:3:mulliken_charge:R:1 method="wB97M-V/def2-TZVPD" smiles=CCN.O.O.O.O lumo_energy_ev=0.62 orbital_gap_ev=9.7699
C -0.80 2.38 -0.38 -1.09
C -1.69 1.24 0.12 -0.06
N -0.87 0.07 0.56 -0.53
H -1.15 3.30 0.07 0.31
H -0.79 2.50 -1.45 0.30
H 0.23 2.30 -0.03 0.31
H -2.26 0.91 -0.75 0.15
H -2.35 1.50 0.95 0.36
H -1.24 -0.44 1.34 0.15
H 0.11 0.30 0.62 0.17
O -1.21 -2.13 3.03 -0.63
H -1.28 -3.09 3.09 0.30
H -1.46 -1.80 3.90 0.31
O 2.27 -0.88 -1.82 -0.67
H 1.33 -0.67 -1.85 0.32
H 2.42 -1.33 -2.66 0.31
O 3.89 0.16 0.38 -0.63
H 3.28 -0.13 -0.33 0.37
H 4.44 0.79 -0.11 0.31
O -0.64 -1.57 -1.78 -0.67
H -1.18 -2.37 -1.83 0.27
H -1.06 -1.03 -1.07 0.35



Model 2:
22
Properties=species:S:1:pos:R:3:mulliken_charge:R:1 method="wB97M-V/def2-TZVPD" smiles=CCN.O.O.O.O lumo_energy_ev=0.46 orbital_gap_ev=10.8330
C 0.25 1.88 -0.80 -0.87
C -0.27 1.52 0.54 -0.35
N 0.27 0.14 0.95 -0.65
H 1.31 1.65 -0.99 0.18
H 0.11 2.95 -1.12 0.34
H -0.32 1.45 -1.59 0.27
H -1.36 1.42 0.66 0.31
H 0.10 2.36 1.25 0.33
H 0.00 0.21 1.96 0.21
H 1.24 0.27 1.05 0.24
O -2.13 -0.98 3.16 -0.64
H -3.06 -0.95 3.52 0.32
H -1.95 -1.07 2.23 0.33
O 0.97 -1.60 -2.48 -0.64
H 0.06 -1.60 -2.03 0.34
H 0.58 -1.15 -3.26 0.32
O 2.83 -0.91 -0.26 -0.66
H 2.28 -1.27 -1.02 0.36
H 3.26 -0.10 -0.62 0.30
O -1.26 -1.63 -0.69 -0.73
H -2.07 -1.75 -0.23 0.30
H -0.84 -0.81 -0.22 0.40



Stability check: which of them is least stable? model 2.



Model 1:
20
Properties=species:S:1:pos:R:3:mulliken_charge:R:1 method="wB97M-V/def2-TZVPD" smiles="OC1=C[C@]23[C@@H]4CC[C@]12C[C@@H]43" lumo_energy_ev=0.71 orbital_gap_ev=8.2555
O -3.17 0.22 -0.40 -0.53
C -1.91 -0.11 -0.06 -0.43
C -1.35 -1.32 0.85 -0.68
C 0.01 -0.82 0.58 0.04
C 1.49 -0.42 0.66 -0.38
C 1.60 1.07 0.73 -0.69
C 0.14 1.63 0.37 -1.28
C -0.51 0.38 -0.29 1.24
C 0.39 -0.23 -1.53 -0.97
C 0.92 -1.20 -0.58 -0.18
H -3.63 -0.61 -0.69 0.37
H -1.66 -2.27 1.30 0.33
H 2.04 -1.08 1.33 0.46
H 2.23 1.38 -0.05 0.37
H 1.77 1.53 1.76 0.32
H -0.31 1.73 1.24 0.56
H 0.01 2.44 -0.30 0.43
H 0.95 0.61 -1.86 0.35
H -0.34 -0.66 -2.23 0.38
H 1.32 -2.27 -0.84 0.30



Model 2:
20
Properties=species:S:1:pos:R:3:mulliken_charge:R:1 method="wB97M-V/def2-TZVPD" lumo_energy_ev=0.75 orbital_gap_ev=8.9732
C -1.75 0.45 -0.92 -0.58
C -0.34 1.12 -1.04 -1.17
C 0.01 0.69 1.38 -1.15
C -1.49 -0.85 -0.08 -0.69
C -0.80 -0.64 1.37 -0.24
C 1.32 -1.59 -0.03 -0.97
C 0.46 0.38 -0.02 1.50
C -0.07 -1.10 0.13 0.32
C 1.78 -0.32 -0.11 -0.11
O 2.92 0.37 -0.28 -0.50
H -2.54 1.13 -0.53 0.34
H -2.11 0.03 -1.94 0.31
H 0.22 1.12 -1.99 0.41
H -0.45 2.23 -0.68 0.25
H -0.47 1.73 1.32 0.33
H 0.92 0.78 1.91 0.41
H -2.15 -1.66 -0.20 0.51
H -0.93 -1.31 2.30 0.32
H 1.86 -2.51 0.11 0.36
H 3.60 -0.07 -0.71 0.34



Model 3:
20
Properties=species:S:1:pos:R:3:mulliken_charge:R:1 method="wB97M-V/def2-TZVPD" smiles="C#C[C@@]1(O)[C@@H]2C=C[C@H]1CC2" lumo_energy_ev=0.90 orbital_gap_ev=10.1494
C -3.22 0.32 0.06 -0.05
C -2.10 -0.13 0.08 -1.02
C -0.44 -0.77 -0.05 0.64
O -0.58 -2.19 -0.10 -0.56
C 0.51 -0.15 -1.07 0.00
C 1.78 -0.74 -0.57 -0.69
C 1.69 -0.74 0.76 -0.93
C 0.35 -0.22 1.16 0.02
C 0.32 1.29 0.79 -1.01
C 0.33 1.33 -0.72 -1.17
H -4.23 0.32 0.31 0.45
H -1.10 -2.55 -0.89 0.40
H 0.48 -0.41 -2.19 0.32
H 2.60 -0.77 -1.12 0.62
H 2.23 -1.25 1.44 0.54
H 0.10 -0.50 2.16 0.52
H 1.13 1.82 0.99 0.52
H -0.54 1.73 1.27 0.41
H -0.45 1.76 -1.20 0.48
H 1.14 1.86 -1.11 0.51



Stability check: which of them is least stable? model 1.



Model 1:
46
Properties=species:S:1:pos:R:3:mulliken_charge:R:1 method="wB97M-V/def2-TZVPD" lumo_energy_ev=2.77 charge=-1 orbital_gap_ev=9.1400
N 0.84 0.11 1.66 -0.46
C 0.30 1.36 2.27 -0.74
C -0.91 1.77 1.44 -0.93
C -0.66 1.04 0.11 0.40
C -0.13 -0.30 0.54 -0.02
C 0.66 -1.06 -0.57 0.35
O 0.41 -0.67 -1.74 -0.96
O 1.37 -2.02 -0.20 -0.87
H 0.69 -0.61 2.37 0.36
H -0.01 1.19 3.30 0.36
H 1.05 2.15 2.25 0.28
H -1.02 2.84 1.24 0.46
H -1.86 1.42 1.84 0.28
H 0.10 1.58 -0.44 -0.32
H -1.60 1.09 -0.44 0.40
H -0.87 -0.97 0.99 0.62
H -3.48 -0.93 2.06 0.31
H -3.69 -0.77 0.47 0.35
O -3.81 -0.37 1.35 -0.64
H 0.48 -3.75 1.26 0.32
H 0.97 -2.36 1.63 0.32
O 0.57 -3.17 2.02 -0.66
H -0.47 2.93 -2.59 0.41
H -1.12 1.56 -2.31 0.30
O -1.34 2.45 -2.64 -0.68
H -2.77 -1.73 -1.50 0.40
H -3.89 -2.74 -1.23 0.28
O -3.59 -1.86 -0.98 -0.69
H 3.87 1.96 -0.11 0.31
H 3.94 0.53 0.61 0.33
O 4.43 1.25 0.21 -0.65
H -1.68 -0.53 -3.57 0.31
H -1.01 -1.44 -2.59 0.43
O -1.83 -1.39 -3.12 -0.75
H -1.47 -2.65 2.72 0.31
H -1.45 -1.74 3.95 0.29
O -2.03 -2.11 3.29 -0.64
H 1.95 1.02 -0.75 0.13
H 1.81 0.91 -2.20 0.36
O 2.24 1.47 -1.54 -0.74
H 3.42 -2.57 -0.23 0.37
H 3.51 -1.50 -1.28 0.32
O 4.03 -2.17 -0.84 -0.67
H 1.53 3.05 -1.72 0.47
H 1.46 3.87 -2.93 0.31
O 1.07 3.87 -2.05 -0.75



Model 2:
46
Properties=species:S:1:pos:R:3:mulliken_charge:R:1 method="wB97M-V/def2-TZVPD" lumo_energy_ev=2.74 charge=-1 orbital_gap_ev=8.7975
N -1.48 0.42 1.21 -0.35
C -1.47 0.09 2.62 -1.37
C -0.02 -0.07 3.18 0.10
C 0.89 0.36 2.05 -1.03
C 0.01 0.73 0.87 1.12
C 0.13 -0.03 -0.61 0.29
O 0.18 -1.25 -0.63 -0.85
O 0.22 0.81 -1.50 -0.75
H -1.91 -0.26 0.66 0.30
H -1.97 0.97 3.14 0.31
H -1.92 -0.85 2.80 0.52
H 0.19 -1.13 3.26 0.05
H 0.04 0.52 4.16 0.29
H 1.63 -0.35 1.91 0.29
H 1.64 1.19 2.18 0.35
H -0.05 1.83 0.59 -0.13
H 1.63 4.02 -0.41 0.31
H 2.57 3.44 -1.38 0.36
O 2.57 4.11 -0.75 -0.67
H -1.99 1.69 -0.48 0.33
H -1.99 3.05 -1.35 0.30
O -1.98 2.68 -0.50 -0.62
H 3.74 -2.41 0.27 0.29
H 2.38 -2.59 -0.16 0.32
O 3.24 -2.41 -0.50 -0.62
H 2.04 1.16 -3.45 0.41
H 2.80 0.61 -2.37 0.31
O 2.84 1.38 -3.05 -0.68
H -2.53 -2.29 -1.11 0.30
H -2.17 -3.17 0.18 0.40
O -2.84 -2.76 -0.36 -0.62
H 0.88 -0.97 -4.46 0.23
H 0.74 -0.26 -2.91 0.36
O 0.80 -0.17 -3.90 -0.68
H -2.07 2.78 1.79 0.35
H -0.94 3.70 1.43 0.31
O -1.71 3.60 2.08 -0.65
H -1.32 -2.26 1.85 0.34
H -0.40 -2.44 0.56 0.47
O -0.75 -2.91 1.41 -0.88
H -2.00 0.66 -2.43 0.39
H -1.84 -0.62 -1.67 0.22
O -2.58 0.00 -1.94 -0.70
H 1.53 -3.30 2.27 0.33
H 1.06 -4.18 1.11 0.31
O 1.71 -4.06 1.75 -0.65



Stability check: which of them is least stable? model 2.



Model 1:
8
Properties=species:S:1:pos:R:3:mulliken_charge:R:1 method="wB97M-V/def2-TZVPD" smiles=C[Si](Br)(I)I lumo_energy_ev=-0.28 orbital_gap_ev=9.3440
C 0.36 -0.03 0.18 -0.98
Si 1.67 -0.71 1.49 0.41
Br 0.81 -1.15 3.51 -0.22
I 2.88 -2.60 0.48 -0.06
I 3.34 1.14 1.64 -0.10
H -0.29 0.52 0.73 0.34
H 0.98 0.37 -0.57 0.34
H -0.05 -1.07 -0.32 0.26



Model 2:
8
Properties=species:S:1:pos:R:3:mulliken_charge:R:1 method="wB97M-V/def2-TZVPD" smiles=BrC[SiH](I)I lumo_energy_ev=-0.57 orbital_gap_ev=8.6944
Br 0.17 2.67 -0.29 -0.11
C 0.66 0.81 0.12 -0.58
Si -0.63 -0.50 -0.26 0.29
I -2.13 -0.95 1.53 0.03
I 0.70 -2.96 -0.18 -0.22
H 1.40 0.50 -0.55 0.33
H 0.90 0.96 1.18 0.33
H -1.07 -0.52 -1.56 -0.06



Stability check: which of them is least stable? model 2.



Model 1:
16
Properties=species:S:1:pos:R:3:mulliken_charge:R:1 method="wB97M-V/def2-TZVPD" lumo_energy_ev=-1.84 orbital_gap_ev=6.4861
C 0.50 -0.58 1.31 -0.23
O -0.85 -0.76 1.39 -0.79
C 0.79 0.00 -0.07 -0.13
C 1.90 0.62 -0.57 -0.76
H 1.05 -1.54 1.34 0.26
H 0.91 0.19 1.99 0.30
H 0.46 1.65 0.20 0.40
H -0.01 -0.27 -0.77 0.49
H 1.99 1.14 -1.52 0.32
H 2.90 0.43 -0.18 0.25
H -1.30 -1.34 0.21 0.37
H -1.65 -2.52 -0.87 0.24
O -1.45 -1.58 -0.83 -0.78
H -2.10 1.75 -1.23 0.32
H -1.63 0.99 0.05 0.39
O -1.52 1.81 -0.47 -0.67



Model 2:
16
Properties=species:S:1:pos:R:3:mulliken_charge:R:1 method="wB97M-V/def2-TZVPD" smiles="C=C(C)O.O.O" lumo_energy_ev=0.60 orbital_gap_ev=9.3674
C 0.21 -0.21 -2.76 -0.95
C 0.11 0.59 -1.67 0.71
C -1.21 0.68 -0.89 -0.96
O 1.14 1.08 -0.99 -0.44
H -0.59 -0.40 -3.43 0.30
H 1.24 -0.43 -2.98 0.25
H -1.85 0.07 -1.57 0.26
H -1.26 0.22 0.07 0.24
H -1.79 1.61 -0.88 0.30
H 1.98 1.19 -1.44 0.30
O 1.92 0.49 2.16 -0.65
H 1.25 0.00 2.65 0.32
H 1.45 1.14 1.62 0.31
O -0.53 -1.79 3.31 -0.62
H -0.83 -2.59 2.86 0.31
H -1.24 -1.67 3.94 0.32



Stability check: which of them is least stable? model 1.